1.
This record from the OMol25 dataset describes the molecule C5H5N at a distorted geometry. The level of theory is ωB97M-V/def2-TZVPD.

Properties
Total energy = -6748.7921 eV
Net charge = 0
Strongest force on any atom = 0.0287 hartree/bohr

Geometry (Å):
C (-0.564168, 0.355655, 0.280345)
C (-0.263726, -0.859034, -0.445054)
C (-0.189886, -1.208179, -1.707643)
N (-1.653096, 0.927539, 0.594259)
C (0.701341, 0.511513, 1.089907)
C (1.467065, 1.311513, 1.650127)
H (-2.450178, 0.481732, 0.139007)
H (0.966851, -0.693932, 0.789319)
H (0.114818, -2.207447, -2.003209)
H (-0.361315, -0.496311, -2.516423)
H (2.232294, 1.876951, 2.129365)

Cartesian forces, eV/Å:
-0.5 0.0 1.4
-0.1 0.1 -0.9
0.2 -0.2 0.0
0.2 0.0 -0.3
0.0 -0.6 -1.0
0.2 0.3 0.2
0.1 0.0 -0.1
0.0 0.4 0.5
0.0 0.1 0.0
-0.2 0.0 0.1
0.0 -0.1 0.1

***

2.
This record from the OMol25 dataset describes the molecule C5H5N. The level of theory is ωB97M-V/def2-TZVPD.

Properties
Total energy = -6755.1921 eV
SMILES = c1ccncc1
Net charge = 0
Strongest force on any atom = 0.0193 hartree/bohr

Geometry (Å):
C (-0.189911, 1.160181, 0.019642)
C (-1.256794, 0.289863, 0.216920)
C (-0.972325, -1.057309, -0.014553)
N (0.250938, -1.554695, 0.138486)
C (1.271290, -0.702706, 0.149755)
C (1.085756, 0.637506, -0.181666)
H (-0.356720, 2.232966, -0.024583)
H (-2.257424, 0.629358, 0.476843)
H (-1.683159, -1.724271, -0.491643)
H (2.250646, -1.117166, 0.384128)
H (1.880578, 1.209212, -0.646547)

Cartesian forces, eV/Å:
0.1 0.0 0.0
0.1 0.0 -0.2
0.0 0.0 0.0
0.0 0.2 -0.3
0.0 0.0 -0.2
0.0 0.0 0.1
0.0 -0.1 0.0
0.2 0.0 -0.5
-0.4 -0.2 0.9
-0.1 0.0 -0.3
0.1 0.2 0.6

***

3.
This record from the OMol25 dataset describes the molecule C5H5N at a distorted geometry. The level of theory is ωB97M-V/def2-TZVPD.

Properties
Total energy = -6747.8993 eV
Net charge = 0
Strongest force on any atom = 0.0748 hartree/bohr

Geometry (Å):
C (0.519604, -0.969700, 0.608111)
C (-0.511022, -0.219337, 0.182427)
C (1.940314, 0.549154, -0.659288)
C (-1.930403, -0.180122, -0.351521)
C (-1.305441, 0.826141, 0.501016)
N (1.770281, -0.430840, 0.215973)
H (3.036221, 0.664140, -0.825108)
H (-1.984933, -0.057655, -1.513277)
H (-2.568033, -0.873763, 0.016760)
H (-1.510877, 1.581287, 1.205958)
H (2.544292, -0.889303, 0.618952)

Cartesian forces, eV/Å:
2.1 -0.4 -0.2
-1.9 3.0 0.4
0.0 0.3 -0.6
1.6 1.5 -3.1
1.1 -1.9 -1.4
-1.3 0.0 0.2
-0.2 -0.1 0.3
0.2 -0.1 2.1
-2.5 -2.0 1.1
0.0 0.4 0.7
1.0 -0.8 0.6

***

4.
This record from the OMol25 dataset describes the molecule C5H5N. The level of theory is ωB97M-V/def2-TZVPD.

Properties
Total energy = -6752.6295 eV
SMILES = CC=C=C=C=N
Net charge = 0
Strongest force on any atom = 0.0116 hartree/bohr

Geometry (Å):
C (1.659742, 0.976389, 0.804769)
C (1.120057, 0.585237, -0.543542)
C (-0.138607, 0.275615, -0.714460)
C (-1.351120, -0.131548, -0.782397)
C (-2.250282, -1.024814, -0.541664)
N (-3.235459, -1.720183, -0.311073)
H (0.851545, 1.195354, 1.507080)
H (2.291965, 1.863820, 0.721019)
H (2.255423, 0.155783, 1.222765)
H (-3.014216, -2.658595, 0.014533)
H (1.810951, 0.482943, -1.377030)

Cartesian forces, eV/Å:
0.0 0.1 0.1
-0.2 -0.1 -0.1
0.1 -0.1 0.0
0.1 -0.2 0.1
-0.4 -0.1 0.1
0.4 0.4 -0.2
0.1 0.0 -0.1
0.0 -0.1 0.1
0.0 0.2 -0.1
-0.1 0.0 0.0
-0.1 0.1 0.1

***

5.
This record from the OMol25 dataset describes the molecule C5H5N at a distorted geometry. The level of theory is ωB97M-V/def2-TZVPD.

Properties
Total energy = -6750.0596 eV
Net charge = 0
Strongest force on any atom = 0.0328 hartree/bohr

Geometry (Å):
C (0.357477, 0.551438, 0.476456)
C (-0.009354, 1.169042, -1.665388)
C (0.470754, 0.664917, 1.738946)
C (0.010155, 0.132799, -0.815675)
C (-0.573319, -1.223586, -1.081222)
N (0.924365, 0.820923, 2.875495)
H (0.573218, 2.061636, -1.750267)
H (-0.031916, -1.708934, -1.891569)
H (-1.615879, -1.131867, -1.378873)
H (-0.510547, -1.842943, -0.190281)
H (0.405047, 0.506575, 3.682378)

Cartesian forces, eV/Å:
0.1 -0.1 0.9
0.0 -0.8 0.3
0.1 -0.2 -1.7
-0.4 0.7 -0.1
0.0 -0.1 -0.1
0.3 0.5 0.7
0.1 0.4 0.1
0.0 -0.1 0.0
0.0 0.0 0.0
0.0 0.0 0.0
-0.3 -0.2 0.0

***

6.
This record from the OMol25 dataset describes the molecule C5H5N at a distorted geometry. The level of theory is ωB97M-V/def2-TZVPD.

Properties
Total energy = -6748.4632 eV
Net charge = 0
Strongest force on any atom = 0.0733 hartree/bohr

Geometry (Å):
C (-0.747780, 0.698655, -0.139596)
C (1.831735, -0.038261, 0.171961)
C (-2.038097, 0.018073, -0.507891)
C (0.671528, 0.910216, 0.217771)
C (2.048813, 1.205665, -0.494590)
N (-1.802321, 1.330699, 0.160269)
H (2.509297, -0.370950, 1.087266)
H (1.420396, -0.905101, -0.340849)
H (-2.496585, 0.112970, -1.513519)
H (-2.395646, -0.865608, -0.100702)
H (0.706182, 1.775139, 1.056753)

Cartesian forces, eV/Å:
-1.0 0.0 0.1
0.5 -1.9 2.6
1.3 1.7 -2.7
0.7 3.2 1.9
-1.3 0.0 -0.4
0.7 -0.5 0.7
-1.4 0.8 -1.9
0.6 -0.1 -0.5
0.9 0.1 0.3
-0.5 -1.3 1.9
-0.2 -1.9 -1.9

***

7.
This record from the OMol25 dataset describes an isolated ion of composition C5H5N2 and charge +1 at a distorted geometry. The level of theory is ωB97M-V/def2-TZVPD.

Properties
Total energy = -8233.3917 eV
Net charge = +1
Strongest force on any atom = 0.1200 hartree/bohr

Geometry (Å):
C (-0.708116, 0.146594, -3.127936)
C (0.645050, -0.344304, -2.991023)
C (0.226378, -0.911957, -0.637843)
C (-0.156540, -0.335326, 0.378994)
C (-0.292183, 0.383526, 1.599267)
N (1.012713, -0.691316, -1.815881)
N (-1.794863, 0.490071, -2.931444)
H (1.483995, -0.299349, -3.673647)
H (-0.282297, -1.916609, -0.804022)
H (-0.943725, 1.330257, 1.450145)
H (0.695538, 0.603558, 1.984273)
H (-1.108965, 0.027189, 2.310628)

Cartesian forces, eV/Å:
-0.8 0.0 -0.2
-0.1 0.4 2.3
0.1 -2.7 -5.5
-0.8 2.6 3.3
-2.2 1.1 -0.3
0.5 -0.2 0.8
0.9 -0.2 -0.4
-0.5 0.1 -0.7
0.4 0.6 0.9
1.3 -0.9 -0.5
-0.1 -0.2 0.8
1.3 -0.6 -0.5

***

8.
This record from the OMol25 dataset describes C5H5N2S as an isolated structure at a distorted geometry. The level of theory is ωB97M-V/def2-TZVPD.

Properties
Total energy = -19068.6558 eV
Net charge = +1
Strongest force on any atom = 0.0905 hartree/bohr

Geometry (Å):
C (1.590892, 1.262542, -0.137661)
C (0.457498, 1.159410, 0.364177)
C (-1.842305, 0.609386, 0.064587)
C (-0.686786, 0.762840, 0.951593)
C (1.888714, -1.017111, -0.121160)
N (2.422229, 0.197147, -0.388365)
N (-1.889959, -0.359553, -0.758251)
S (0.411448, -1.295398, 0.510048)
H (-2.577235, 1.392454, 0.343066)
H (-0.828436, 0.724684, 2.054231)
H (2.704067, -1.682764, -0.225331)
H (3.278142, 0.181718, -0.883960)
H (-2.753663, -0.635056, -1.213718)

Cartesian forces, eV/Å:
-0.7 -0.2 0.5
4.1 1.9 -1.3
-1.5 -1.1 -0.6
-0.1 -2.2 0.8
0.5 1.9 0.6
-2.1 0.1 0.2
0.2 0.5 1.5
-0.6 -0.6 0.4
-0.3 -0.5 -0.5
0.0 0.4 -0.8
-0.1 -1.9 -0.1
1.0 0.6 -0.3
-0.2 0.9 -0.3

***

9.
This record from the OMol25 dataset describes an isolated ion of composition C5H5N2S3 and charge -1 at a distorted geometry. The level of theory is ωB97M-V/def2-TZVPD.

Properties
Total energy = -40749.3874 eV
Net charge = -1
Strongest force on any atom = 0.0621 hartree/bohr

Geometry (Å):
C (-0.772189, -1.480744, 0.225137)
C (-1.929100, -0.958896, -0.291439)
C (-1.954985, 0.156308, -1.112956)
C (-0.108333, 1.281712, -0.385813)
C (2.082547, 0.730203, 0.556641)
N (0.509973, -0.982451, 0.027798)
N (0.745750, 0.422732, 0.106144)
S (-3.466949, -1.623422, 0.139753)
S (-2.730813, 0.930331, -2.250545)
S (0.032309, 2.900848, -0.429407)
H (-0.837512, -2.392622, 0.797978)
H (2.822541, 0.231199, -0.071919)
H (2.203451, 1.810018, 0.474526)
H (2.211278, 0.427483, 1.600579)
H (1.192033, -1.452699, 0.613523)

Cartesian forces, eV/Å:
-0.2 0.8 -0.7
0.1 -1.2 1.1
2.1 2.4 -0.3
-1.9 -1.5 -0.8
0.0 0.2 0.1
0.4 -0.3 0.2
0.0 -0.4 0.0
-0.7 -0.4 0.1
0.3 -0.2 0.5
-0.1 0.6 -0.2
0.0 -0.1 0.0
0.0 -0.1 0.0
0.0 -0.1 0.0
0.0 0.0 0.0
-0.2 0.2 -0.1

***

10.
This record from the OMol25 dataset describes an isolated ion of composition C5H5N2S3 and charge -1 at a distorted geometry. The level of theory is ωB97M-V/def2-TZVPD.

Properties
Total energy = -40748.6156 eV
Net charge = -1
Strongest force on any atom = 0.0667 hartree/bohr

Geometry (Å):
C (-0.325954, 0.442852, -0.234830)
C (0.720476, 1.347789, -0.075245)
C (-0.075595, -0.911609, -0.013908)
C (2.525930, -0.146558, 0.037831)
C (-1.220160, -1.822667, 0.270885)
N (-1.670228, 0.891136, -0.158626)
N (1.073858, 2.502670, 0.042702)
S (4.154017, -0.092582, -0.147467)
S (1.523306, -1.536322, -0.287434)
S (-2.179187, 2.463643, -0.082942)
H (-0.597586, -2.721866, 0.691104)
H (-1.792578, -1.256057, 1.021710)
H (-1.823541, -2.143566, -0.628392)
H (-2.368209, 0.181514, -0.399157)
H (2.055448, 2.801630, -0.036230)

Cartesian forces, eV/Å:
-2.9 -1.2 1.4
3.4 0.3 0.1
-0.1 1.5 -1.3
-2.1 0.0 -1.0
2.2 -1.5 0.2
1.9 -2.0 -0.7
0.0 0.3 -0.5
-0.7 0.2 0.3
1.1 0.0 0.5
-0.9 1.7 0.1
-2.1 1.0 -0.4
-0.3 -0.8 -0.1
0.4 0.3 1.0
0.7 0.5 0.2
-0.6 -0.5 0.4